A structure of composition C30H43IrN5O2P2S2, computed with wB97M-V/def2-TZVPD.

Each line ends with the Mulliken charge.
Atoms and positions in Å:
Ir -0.65790 -0.07037 0.11802  0.67
C 4.34975 -4.40683 1.80975  -1.68
C 3.59368 -3.14899 1.48404  0.24
C 4.05844 -2.25219 0.52172  -1.21
C 3.34020 -1.12752 0.17724  -0.26
C 2.12309 -0.79747 0.79748  0.18
N 1.35972 0.30372 0.41732  -0.07
C 2.03945 1.31894 -0.25350  -0.81
C 3.16026 1.92459 0.33835  0.67
C 3.80194 2.99281 -0.24251  -0.91
C 3.33262 3.55401 -1.43467  0.41
C 3.98369 4.77574 -2.02146  -1.62
C 2.24772 2.95184 -2.04042  -0.43
C 1.64496 1.81520 -1.49138  -0.34
N 0.65379 1.15862 -2.28744  0.10
C 0.62027 1.18228 -3.63608  -0.33
C -0.58612 0.67249 -4.04776  -1.77
C -1.25072 0.33739 -2.86849  -0.26
N -0.50095 0.63147 -1.81149  0.41
C 1.68901 -1.68486 1.78566  0.65
C 2.39122 -2.84662 2.09309  -0.61
N 0.48911 -1.44975 2.52333  0.48
C 0.28178 -1.79532 3.81052  -0.44
C -1.00367 -1.44623 4.14671  -1.53
C -1.52341 -0.86420 2.99293  -0.42
N -0.61335 -0.85033 2.02463  0.81
H 5.39814 -4.19059 2.01697  0.39
H 4.32002 -5.10813 0.97393  0.32
H 3.93015 -4.90746 2.68138  0.37
H 4.99089 -2.45698 0.00886  0.43
H 3.71673 -0.48107 -0.60362  0.51
H 3.49881 1.53209 1.28947  0.54
H 4.65922 3.43317 0.25284  0.42
H 5.05302 4.61585 -2.16393  0.37
H 3.86894 5.63481 -1.35823  0.31
H 3.54938 5.03448 -2.98597  0.37
H 1.86039 3.36376 -2.96440  0.54
H 1.45987 1.55234 -4.19710  0.62
H -0.93277 0.54035 -5.05682  0.49
H -2.20589 -0.13989 -2.73125  0.81
H 1.97244 -3.53629 2.81606  0.52
H 1.06551 -2.25229 4.38748  0.63
H -1.49678 -1.59096 5.09089  0.52
H -2.50875 -0.47924 2.80995  0.43
C -2.24340 -4.22741 1.79806  -0.33
C -1.88316 -4.79960 0.44900  -0.43
O -2.45406 -4.04063 -0.65071  -0.33
P -2.00899 -2.57687 -1.04958  1.07
S -2.91733 -1.06116 -0.07110  -0.60
S -0.04025 -2.31031 -0.80787  -0.43
O -2.53015 -2.50965 -2.54075  -0.15
C -1.98993 -3.41492 -3.54438  -0.17
C -2.66879 -3.10294 -4.85408  -1.24
H -1.88736 -4.90335 2.57685  0.45
H -3.32316 -4.11912 1.90054  0.31
H -1.78059 -3.25295 1.94884  -0.25
H -2.29445 -5.79716 0.31514  0.31
H -0.80293 -4.83874 0.30664  0.32
H -2.18510 -4.43709 -3.22112  0.33
H -0.91085 -3.25539 -3.59880  0.31
H -3.72658 -3.35816 -4.81755  0.31
H -2.19977 -3.67647 -5.65352  0.41
H -2.57413 -2.04310 -5.09119  0.25
C -3.65558 3.59850 -0.66888  -1.55
C -3.09130 2.19083 -0.48411  -0.48
P -1.62715 2.00347 0.61313  0.74
C -0.71968 3.56342 0.32761  -0.83
C 0.34397 3.98596 1.33459  -1.37
C -2.41993 2.20104 2.24677  -0.65
C -1.51433 2.22772 3.47729  -1.17
H -4.59758 3.53968 -1.21359  0.43
H -2.98320 4.23461 -1.24295  0.37
H -3.86274 4.09261 0.28166  0.31
H -2.84086 1.75454 -1.44872  0.15
H -3.85775 1.54106 -0.05543  0.55
H -1.48635 4.33954 0.28446  0.69
H -0.30438 3.48336 -0.68118  0.36
H -0.10586 4.33223 2.26199  0.39
H 0.92309 4.81412 0.92565  0.39
H 1.03255 3.18487 1.57592  0.21
H -3.13735 1.37967 2.31206  0.39
H -3.02757 3.10867 2.18726  0.51
H -0.72314 1.47990 3.41669  0.21
H -2.09945 2.02634 4.37471  0.40
H -1.04830 3.20048 3.60861  0.31

For the energy above the lowest of the compared OMol25 structures with the same formula, charge and spin, the calculation gives 0.0000 eV. The net charge is +1.

---

An isolated molecule of C19H22ClFN4O2, computed with wB97M-V/def2-TZVPD.

Each line ends with the natural charge from an NBO analysis.
Atoms and positions in Å:
C -3.02039 -0.29510 -0.61375  -0.40
N -1.62031 0.00501 -0.81022  -0.44
C -0.70148 -0.95898 -1.00979  0.69
O 0.48379 -0.75455 -1.16847  -0.63
C -1.23943 -2.40664 -1.02081  -0.32
N -0.21587 -3.25513 -1.57723  -0.19
N 0.51159 -3.93893 -0.72022  -0.19
C 1.52581 -4.61463 -1.15425  0.11
Cl 2.41028 -5.50949 0.00922  0.03
C 1.91490 -4.62949 -2.51955  -0.20
C 1.16363 -3.92132 -3.39403  -0.23
C 0.00959 -3.16488 -2.94979  0.59
O -0.74144 -2.51350 -3.65053  -0.62
C -1.22823 1.41012 -0.91943  -0.04
C -0.63601 1.74994 -2.28727  -0.41
C -0.30039 3.23672 -2.30788  -0.40
C 0.62885 3.58363 -1.14865  -0.21
N -0.00867 3.24240 0.11078  -0.45
C 0.74561 3.70848 1.26075  -0.22
C -0.09916 3.69070 2.50580  -0.10
C -1.46237 3.95455 2.45154  -0.19
C -2.23665 3.95201 3.59745  -0.23
C -1.65949 3.68960 4.82921  -0.20
C -0.30362 3.42871 4.91255  -0.28
C 0.45109 3.43316 3.75409  0.40
F 1.77674 3.17723 3.85235  -0.33
C -0.24154 1.80940 0.18245  -0.24
H -3.51996 0.58565 -0.21588  0.22
H -3.50702 -0.57199 -1.55392  0.20
H -3.14866 -1.10501 0.10396  0.20
H -2.12400 -2.47757 -1.65658  0.24
H -1.44590 -2.74711 -0.00559  0.24
H 2.78659 -5.18743 -2.82312  0.24
H 1.39950 -3.86979 -4.44551  0.24
H -2.13308 2.00938 -0.78100  0.20
H 0.26739 1.16123 -2.44401  0.23
H -1.34824 1.50110 -3.07595  0.21
H 0.17934 3.50080 -3.25091  0.21
H -1.21713 3.82227 -2.21240  0.20
H 0.83263 4.65769 -1.15025  0.20
H 1.58663 3.04897 -1.27433  0.17
H 1.66308 3.11789 1.42354  0.19
H 1.04963 4.74369 1.06869  0.21
H -1.89977 4.15649 1.48633  0.23
H -3.29430 4.15900 3.53188  0.21
H -2.26134 3.68893 5.72507  0.22
H 0.17605 3.22225 5.85635  0.23
H -0.67192 1.57305 1.15960  0.21
H 0.69114 1.23764 0.06243  0.20

As for the structure (SMILES): CN(C(=O)Cn1nc(Cl)ccc1=O)[C@@H]1CCCN(Cc2ccccc2F)C1.

---

A cluster of 6 separate species, C5H22N2O6 in total, computed with wB97M-V/def2-TZVPD.

Each line ends with the natural charge from an NBO analysis.
Atoms and positions in Å:
C -0.34836 0.71687 3.78464  -0.63
C -1.57717 -0.05018 3.21650  -0.22
N -1.38652 -0.34305 1.79700  -0.70
C -0.65857 -1.57392 1.46952  -0.25
C 0.75738 -1.24855 0.99398  -0.24
N 0.83564 -1.27531 -0.46968  -0.62
C 1.83559 -1.90817 -1.16319  0.52
O 1.97211 -1.55305 -2.33473  -0.66
H 0.54385 0.46531 3.20336  0.21
H -0.00494 0.44809 4.80302  0.21
H -0.41329 1.76963 3.60317  0.21
H -2.55660 0.37958 3.43545  0.20
H -1.59802 -1.02452 3.72369  0.17
H -2.16704 -0.09277 1.22258  0.41
H -0.70758 -2.20836 2.38591  0.19
H -1.24138 -2.20331 0.75812  0.24
H 1.54413 -1.84840 1.41605  0.21
H 0.86033 -0.14510 1.22277  0.21
H 0.35842 -0.61795 -1.08650  0.42
H 2.31408 -2.81866 -0.83575  0.14
O -1.07822 -0.21820 -2.75218  -1.01
H -0.23218 -0.13270 -3.24336  0.53
H -1.75683 -0.35715 -3.42998  0.47
O -2.55203 -0.53577 -0.67461  -0.96
H -2.82556 -0.75349 -1.56356  0.48
H -1.87585 0.11872 -0.87277  0.48
O 1.83718 2.55854 -0.87849  -0.96
H 1.93140 3.44310 -0.51302  0.48
H 1.07489 2.18431 -0.42057  0.48
O -0.44909 2.92116 1.06212  -0.98
H -1.17681 3.50048 1.28489  0.48
H -0.75604 2.00339 1.01561  0.49
O 1.40014 0.80718 -3.21512  -0.99
H 2.03841 0.23033 -2.76298  0.50
H 1.47546 1.63363 -2.72214  0.49

For the energy above the lowest of the compared OMol25 structures with the same formula, charge and spin, the calculation gives 2.6734 eV. As for the structure (SMILES): CCNCCNC=O.O.O.O.O.O.

---

Number 1: HOMO-LUMO gap 7.60 eV, F_max 0.0092 hartree/bohr. Number 2: HOMO-LUMO gap 8.77 eV, F_max 0.0218 hartree/bohr. Number 3: HOMO-LUMO gap 9.33 eV, F_max 0.0669 hartree/bohr.